{"formula": "C4H6O2", "method": "ωB97M-V/def2-TZVPD", "lumo_energy_ev": 0.87, "relative_energy_ev": 2.037, "charge": 0, "species": ["O", "C", "C", "C", "C", "O", "H", "H", "H", "H", "H", "H"], "positions_angstrom": [[2.0278, -0.0642, 1.3867], [1.7275, 0.2197, 0.2507], [0.6488, -0.5527, -0.4698], [-0.6531, -0.4526, 0.3137], [-1.5173, 0.7185, 0.1529], [-1.8269, -0.5178, -0.4743], [2.1937, 1.1004, -0.2575], [0.9400, -1.6108, -0.5522], [0.4891, -0.1298, -1.4637], [-0.7153, -1.0056, 1.2531], [-2.1983, 1.0202, 0.9480], [-1.2031, 1.5194, -0.5179]], "lowdin_charge": [0.0517, -0.2514, -0.1045, -0.3062, -0.1127, -0.0381, 0.1272, 0.1327, 0.1200, 0.1511, 0.1140, 0.1162]}